The following is a DFT calculation (wB97M-V/def2-TZVPD) of a molecular structure, CH4IPS at a distorted geometry.

Computed properties:
- E_HOMO (eV) = -8.6
- gap between HOMO and LUMO (eV) = 7.90

Cartesian coordinates (Å):
I1 2.63348 0.04512 0.22355
H1 -0.29446 1.20293 -1.58992
P1 -0.23372 1.34818 -0.09317
H2 -0.08508 0.43881 1.86890
S1 0.03674 -1.85431 -0.07699
H3 -1.03760 -1.81043 -0.70201
C1 0.54161 -0.23694 0.25940
H4 -1.56098 0.86664 0.11024

Atom charges from the natural (NBO) analysis, given in e for atoms 1 to 5: I 0.246; H -0.093; P 0.373; H 0.094; S 0.134

---

The following is a DFT calculation (wB97M-V/def2-TZVPD) of 2 unconnected molecules or ions with the total composition CH4IPS at a distorted geometry.

Computed properties:
- E_HOMO (eV) = -9.0
- SMILES = C=P.SI
- gap between HOMO and LUMO (eV) = 8.25

Cartesian coordinates (Å):
I1 2.92188 0.14849 -3.58882
H1 -0.23163 1.17099 1.09154
H2 -1.50768 -0.69159 1.71471
C1 -0.35284 0.60966 0.26991
P1 -1.22314 -0.80545 0.38105
S1 2.27237 -0.84753 -1.51924
H3 1.17428 -1.53944 -1.90561
H4 -0.01610 0.87010 -0.68695

Atom charges from the natural (NBO) analysis, given in e for atoms 1 to 5: I 0.075; H 0.198; H -0.068; C -0.736; P 0.394

---

The following is a DFT calculation (wB97M-V/def2-TZVPD) of a molecular structure, CH4InN2O at a distorted geometry.

Computed properties:
- total charge = +3
- E_HOMO (eV) = -24.8
- gap between HOMO and LUMO (eV) = 3.73

Cartesian coordinates (Å):
H1 1.62387 0.41391 -1.15621
In1 -2.36993 1.80112 2.58612
N1 -0.18589 -1.23873 -0.60399
H2 -0.91107 -1.90537 -0.29787
N2 1.04575 0.67346 -0.33949
C1 0.02835 -0.10171 0.10050
O1 -0.66299 0.19171 1.12523
H3 0.24258 -1.42934 -1.51910
H4 1.18934 1.59495 0.10482

Atom charges from the natural (NBO) analysis, given in e for atoms 1 to 5: H 0.497; In 1.518; N -0.426; H 0.498; N -0.349

---

The following is a DFT calculation (wB97M-V/def2-TZVPD) of CH4N2 in the gas phase at a distorted geometry.

Computed properties:
- E_HOMO (eV) = -9.5
- SMILES = C=NN
- gap between HOMO and LUMO (eV) = 10.63

Cartesian coordinates (Å):
N1 -1.19514 -0.01725 -0.23340
H1 2.06643 -0.51494 -0.03317
N2 0.07627 -0.70264 -0.02782
H2 1.11576 1.02942 -0.19933
C1 1.08656 0.00243 -0.12225
H3 -1.09793 0.81426 0.55587
H4 -2.05195 -0.61128 0.06010

Atom charges from the natural (NBO) analysis, given in e for atoms 1 to 5: N -0.676; H 0.181; N -0.234; H 0.148; C -0.121

---

The following is a DFT calculation (wB97M-V/def2-TZVPD) of CH4N2 in the gas phase at a distorted geometry.

Computed properties:
- E_HOMO (eV) = -9.0
- SMILES = C=NN
- gap between HOMO and LUMO (eV) = 10.25

Cartesian coordinates (Å):
H1 1.20779 1.04833 0.05345
C1 1.07794 -0.08998 -0.09182
N1 -1.19894 -0.09457 -0.18669
H2 2.04380 -0.49324 -0.06823
H3 -1.11655 0.86983 -0.02879
N2 -0.04048 -0.84461 -0.07260
H4 -1.97357 -0.39575 0.39469

Atom charges from the natural (NBO) analysis, given in e for atoms 1 to 5: H 0.148; C -0.191; N -0.634; H 0.179; H 0.331

---

The following is a DFT calculation (wB97M-V/def2-TZVPD) of CH4N2O in the gas phase at a distorted geometry.

Computed properties:
- E_HOMO (eV) = -9.8
- SMILES = [H]/N=C\NO
- gap between HOMO and LUMO (eV) = 10.75

Cartesian coordinates (Å):
H1 1.57269 -0.87514 0.70861
H2 0.82535 1.26979 -0.34151
O1 1.39645 -0.59478 -0.15686
C1 -0.78564 0.41893 0.03083
H3 -1.17516 1.35519 -0.28962
H4 -1.00897 -1.48770 -0.07403
N1 -1.46015 -0.63743 -0.00675
N2 0.63542 0.55113 0.12934

Atom charges from the natural (NBO) analysis, given in e for atoms 1 to 5: H 0.472; H 0.333; O -0.549; C 0.253; H 0.160

---

The following is a DFT calculation (wB97M-V/def2-TZVPD) of CH4N2O in the gas phase at a distorted geometry.

Computed properties:
- E_HOMO (eV) = -9.9
- SMILES = [H]/N=C\NO
- gap between HOMO and LUMO (eV) = 10.79

Cartesian coordinates (Å):
N1 0.48832 -0.65229 -0.38978
H1 1.02351 -0.75818 -1.29645
H2 -1.07467 0.94008 0.79680
N2 -0.11329 1.16360 1.04949
O1 -0.87719 -0.73494 -0.78170
C1 0.65748 0.48829 0.35064
H3 -1.22289 -1.49271 -0.34454
H4 1.72148 0.68142 0.37600

Atom charges from the natural (NBO) analysis, given in e for atoms 1 to 5: N -0.342; H 0.374; H 0.341; N -0.659; O -0.587

---

The following is a DFT calculation (wB97M-V/def2-TZVPD) of 2 unconnected molecules or ions with the total composition CH4N2O at a distorted geometry.

Computed properties:
- E_HOMO (eV) = -9.7
- SMILES = C=N.N=O
- gap between HOMO and LUMO (eV) = 9.14

Cartesian coordinates (Å):
H1 -1.52483 0.49525 -2.38503
H2 -1.73410 -0.63854 -1.00154
N1 1.40417 0.37987 2.18516
H3 1.24885 -0.09739 1.17928
O1 1.08215 -0.34515 3.09497
H4 0.38869 0.00735 -0.26795
N2 0.16260 0.25006 -1.23082
C1 -1.02753 -0.05145 -1.57407

Atom charges from the natural (NBO) analysis, given in e for atoms 1 to 5: H 0.165; H 0.143; N 0.022; H 0.215; O -0.231

---

The following is a DFT calculation (wB97M-V/def2-TZVPD) of a molecular structure, CH4N2O at a distorted geometry.

Computed properties:
- E_HOMO (eV) = -9.5
- gap between HOMO and LUMO (eV) = 9.90

Cartesian coordinates (Å):
H1 0.23491 1.46466 0.17794
O1 2.21366 0.14256 -0.12541
H2 0.79359 -1.48049 -0.11912
N1 0.08968 0.13422 0.37821
N2 -1.15721 -0.13565 -0.21620
C1 1.16757 -0.46794 0.06761
H3 -1.41009 0.83012 -0.57870
H4 -1.93210 -0.48747 0.41566

Atom charges from the natural (NBO) analysis, given in e for atoms 1 to 5: H 0.329; O -0.599; H 0.128; N -0.409; N -0.672

---

The following is a DFT calculation (wB97M-V/def2-TZVPD) of 2 unconnected molecules or ions with the total composition CH4N2O at a distorted geometry.

Computed properties:
- E_HOMO (alpha / beta) (eV) = -9.8 / -8.1
- gap between HOMO and LUMO (alpha / beta) (eV) = 10.17 / 7.49

Cartesian coordinates (Å):
H1 1.71866 -0.71917 -0.98009
N1 -2.52416 0.16533 -0.13951
O1 0.32001 0.56241 0.07630
C1 1.42593 -0.22058 0.00115
N2 -1.61985 -0.49918 0.19543
H2 1.17564 -0.97679 0.69567
H3 -2.75137 1.20252 -0.15079
H4 2.25513 0.48546 0.30184

Atom charges from the natural (NBO) analysis, given in e for atoms 1 to 5: H 0.142; N -0.305; O -0.424; C -0.284; N 0.106

---

The following is a DFT calculation (wB97M-V/def2-TZVPD) of 2 unconnected molecules or ions with the total composition CH4N2O at a distorted geometry.

Computed properties:
- E_HOMO (alpha / beta) (eV) = -9.5 / -9.7
- gap between HOMO and LUMO (alpha / beta) (eV) = 9.52 / 9.04

Cartesian coordinates (Å):
H1 1.52329 -0.51240 1.88047
H2 -1.27480 -0.27517 -2.52951
H3 0.74468 1.31477 2.26782
N1 0.37247 0.17021 0.51807
N2 -1.27294 -0.59162 -1.56966
H4 -0.61710 -1.35293 -1.52681
O1 -0.48760 0.74353 -0.19130
C1 0.88201 0.36146 1.67643

Atom charges from the natural (NBO) analysis, given in e for atoms 1 to 5: H 0.211; H 0.304; H 0.200; N 0.012; N -0.581

---

The following is a DFT calculation (wB97M-V/def2-TZVPD) of a molecular structure, CH4N2O2 at a distorted geometry.

Computed properties:
- E_HOMO (eV) = -8.8
- gap between HOMO and LUMO (eV) = 9.29

Cartesian coordinates (Å):
H1 2.19658 -0.32917 -1.19570
O1 2.11948 -0.44275 -0.14408
H2 0.99401 1.38889 -0.47030
N1 1.15658 0.57469 0.20216
H3 -2.97534 0.56786 0.11278
H4 -0.08248 -0.98262 1.16647
C1 -0.01586 -0.18782 0.39670
O2 -2.20485 -0.41529 -0.21576
N2 -1.06439 0.47479 -0.07570

Atom charges from the natural (NBO) analysis, given in e for atoms 1 to 5: H 0.458; O -0.557; H 0.376; N -0.360; H 0.461

---

The following is a DFT calculation (wB97M-V/def2-TZVPD) of 2 unconnected molecules or ions with the total composition CH4N2O2S at a distorted geometry.

Computed properties:
- E_HOMO (eV) = -9.4
- SMILES = NC=S.O=NO
- gap between HOMO and LUMO (eV) = 9.53

Cartesian coordinates (Å):
N1 2.35336 0.02906 -0.17679
H1 -3.02387 0.16931 -0.18933
N2 -2.24106 0.77950 0.12581
O1 2.41000 -1.28936 0.14696
H2 -2.44091 1.81165 0.32898
S1 -0.67558 -1.26470 -0.55490
C1 -0.99479 0.19618 0.09784
H3 1.39956 -1.66344 -0.00297
O2 3.43397 0.47677 -0.34679
H4 -0.22069 0.75503 0.57120

Atom charges from the natural (NBO) analysis, given in e for atoms 1 to 5: N 0.322; H 0.411; N -0.779; O -0.574; H 0.420

---

The following is a DFT calculation (wB97M-V/def2-TZVPD) of CH4N2O2S in the gas phase at a distorted geometry.

Computed properties:
- E_HOMO (eV) = -9.1
- SMILES = C[S@H](=O)=NN=O
- gap between HOMO and LUMO (eV) = 9.10

Cartesian coordinates (Å):
H1 0.81710 -0.52232 1.72345
H2 -0.87896 -0.20534 2.16622
O1 -0.96641 -1.69438 -0.29533
N1 0.61656 0.27293 -1.01298
S1 -0.55797 -0.32393 -0.18919
N2 0.78354 0.16344 -2.34888
H3 0.15893 1.11802 1.54122
C1 -0.06929 0.06055 1.49622
H4 -1.71438 0.47490 -0.31284
O2 1.81088 0.65613 -2.76786

Atom charges from the natural (NBO) analysis, given in e for atoms 1 to 5: H 0.267; H 0.247; O -0.904; N -0.794; S 1.847

---

The following is a DFT calculation (wB97M-V/def2-TZVPD) of 3 unconnected molecules or ions with the total composition CH4N2O2S at a distorted geometry.

Computed properties:
- E_HOMO (eV) = -10.1
- gap between HOMO and LUMO (eV) = 8.37

Cartesian coordinates (Å):
C1 2.73439 1.59883 -1.54165
S1 0.33997 -2.13889 0.84017
H1 -1.89218 1.25536 0.43522
H2 -2.65111 1.30615 -1.11850
H3 2.97415 -0.15953 -0.29591
O1 1.64846 -1.57848 0.47098
H4 -3.28708 0.30357 0.09598
O2 -0.11405 -1.98037 2.22342
N1 2.68339 0.65874 -0.84686
N2 -2.43594 0.73463 -0.26284

Atom charges from the natural (NBO) analysis, given in e for atoms 1 to 5: C 0.279; S 1.650; H 0.373; H 0.374; H 0.465

---

The following is a DFT calculation (wB97M-V/def2-TZVPD) of 2 unconnected molecules or ions with the total composition CH4N2O2S at a distorted geometry.

Computed properties:
- E_HOMO (eV) = -9.3
- gap between HOMO and LUMO (eV) = 8.61

Cartesian coordinates (Å):
H1 -1.73391 0.03223 -1.39155
H2 0.52167 1.54390 1.34518
C1 -0.66896 0.04844 -1.15306
N1 0.44557 1.14943 0.36928
S1 3.01032 0.23766 -0.11048
O1 2.45935 -1.06296 -0.28980
O2 3.62683 0.56000 1.16254
N2 -0.49619 0.47630 0.20295
H3 -0.08505 -0.81399 -1.39945
H4 -0.30393 0.83693 -1.77180

Atom charges from the natural (NBO) analysis, given in e for atoms 1 to 5: H 0.215; H 0.325; C -0.489; N -0.359; S 1.668

---

The following is a DFT calculation (wB97M-V/def2-TZVPD) of CH4N2O3 in the gas phase at a distorted geometry.

Computed properties:
- E_HOMO (eV) = -10.1
- SMILES = CN(O)[N+](=O)[O-]
- gap between HOMO and LUMO (eV) = 10.42

Cartesian coordinates (Å):
O1 -0.47658 -1.25289 -1.72350
H1 -0.51415 0.00757 1.57247
H2 -1.03949 0.23503 -1.59429
N1 0.17058 -1.07162 -0.66634
H3 1.27317 0.61389 1.62596
O2 -0.51551 0.95837 -1.17585
N2 0.33804 0.23827 -0.41060
C1 0.30716 0.61854 1.12897
O3 0.68871 -1.89938 -0.00177
H4 -0.23192 1.55221 1.24496

Atom charges from the natural (NBO) analysis, given in e for atoms 1 to 5: O -0.465; H 0.215; H 0.485; N 0.603; H 0.236

---

The following is a DFT calculation (wB97M-V/def2-TZVPD) of 2 unconnected molecules or ions with the total composition CH4N2O3 at a distorted geometry.

Computed properties:
- E_HOMO (alpha / beta) (eV) = -9.3 / -10.2
- gap between HOMO and LUMO (alpha / beta) (eV) = 6.96 / 9.66

Cartesian coordinates (Å):
C1 -0.76879 0.50234 -0.02677
H1 -1.52428 -0.20660 0.02019
O1 1.93798 1.33830 -1.14011
O2 1.55528 -1.58651 0.47176
H2 -0.73575 1.06962 -0.99832
O3 2.81969 0.39816 0.61246
N1 1.35277 -0.78231 -0.54908
H3 2.22143 -1.01782 1.19070
N2 2.02894 0.38171 -0.33844
H4 -0.20338 0.93487 0.78925

Atom charges from the natural (NBO) analysis, given in e for atoms 1 to 5: C -0.401; H 0.177; O -0.356; O -0.465; H 0.196

---

The following is a DFT calculation (wB97M-V/def2-TZVPD) of 3 unconnected molecules or ions with the total composition CH4N2O3P at a distorted geometry.

Computed properties:
- total charge = -1
- E_HOMO (eV) = -5.5
- gap between HOMO and LUMO (eV) = 9.09

Cartesian coordinates (Å):
H1 3.03759 0.46001 1.86265
H2 -2.02227 0.71626 -0.99535
N1 1.67316 -0.52001 -0.34396
H3 1.60084 -1.11375 -1.28418
C1 -3.53929 0.05423 0.14224
O1 3.67937 -0.04825 1.25273
N2 -3.01413 0.82273 -0.61800
P1 0.43906 0.46778 -0.13774
H4 2.90359 -0.43202 0.60575
O2 -4.16980 -0.66073 0.79082
O3 -0.58812 0.25375 -1.27497

Atom charges from the natural (NBO) analysis, given in e for atoms 1 to 5: H 0.435; H 0.464; N -1.326; H 0.375; C 0.823

---

The following is a DFT calculation (wB97M-V/def2-TZVPD) of CH4N2OS in the gas phase at a distorted geometry.

Computed properties:
- E_HOMO (eV) = -9.2
- SMILES = NC(=O)NS
- gap between HOMO and LUMO (eV) = 9.71

Cartesian coordinates (Å):
C1 0.09652 -0.66036 -0.03306
H1 2.97779 -0.43995 -1.08197
N1 1.08151 0.39979 -0.18249
H2 0.61242 1.33408 0.08380
O1 0.34170 -1.82263 0.01148
H3 -1.17806 0.87342 0.14446
N2 -1.19189 -0.10949 0.05969
S1 2.75363 0.11979 0.07504
H4 -1.94816 -0.64394 0.36337

Atom charges from the natural (NBO) analysis, given in e for atoms 1 to 5: C 0.786; H 0.105; N -0.830; H 0.388; O -0.598